(1)
Entry from OMol25: 2 unconnected molecules or ions with the total composition C14H17F2NO6S at a distorted geometry (wB97M-V/def2-TZVPD).

Structure (XYZ):
```
41
Properties=species:S:1:pos:R:3:nbo_charge:R:1
C -0.49321 -3.15526 1.63847 -0.17
C -0.56813 -2.57760 0.33476 -0.11
C -0.35303 -1.45645 -0.88740 -0.05
C 0.05068 -2.02926 -2.38568 -0.07
C 0.24051 -3.63572 -2.65421 0.72
O -0.88487 -4.36277 -2.82444 -0.50
O 1.51390 -4.37134 -2.68873 -0.65
C 0.21517 -0.85468 -3.56505 -0.24
C -0.00673 0.74537 -3.17543 0.61
F 0.14208 1.69843 -4.33834 -0.31
N -0.33836 1.22832 -1.74753 -0.47
C -0.47170 2.71597 -1.51014 0.35
F 0.67099 3.51633 -2.09116 -0.36
C -1.83898 3.39015 -2.14865 -0.46
C -2.97359 2.30804 -2.62383 -0.65
C -0.52021 0.18653 -0.62357 0.31
C -0.92496 0.59352 0.93571 -0.47
C 0.36062 1.05392 1.85281 -0.43
C 0.43424 0.11406 3.21210 -0.63
S 1.95287 -0.98426 3.08859 2.09
O 3.15249 -0.20893 3.73123 -0.84
O 2.32378 -1.39539 1.62455 -0.89
O 1.64386 -2.41206 4.02370 -0.84
H -0.40180 -3.53005 2.76821 0.32
H 2.15640 -3.80313 -2.14720 0.50
H 0.49377 -1.24614 -4.64052 0.29
H -0.48103 3.02084 -0.35640 0.23
H -2.34981 4.05564 -1.29939 0.23
H -1.61534 4.15201 -3.03511 0.26
H -2.67100 1.96836 -3.72667 0.22
H -4.05025 2.80794 -2.75098 0.25
H -3.04119 1.33509 -1.97734 0.22
H -1.61510 1.55927 0.83441 0.23
H -1.57545 -0.23296 1.46435 0.28
H 0.24628 2.21573 2.09720 0.24
H 1.31365 0.97034 1.16704 0.27
H -0.54007 -0.52933 3.39173 0.26
H 0.48440 0.86760 4.13433 0.31
H 2.42877 -3.00126 3.79757 0.52
O 3.91053 -0.60398 6.94965 -0.98
H 3.97980 -0.11287 6.15138 0.40
```

- strongest force on any atom (eV/A) = 9.882
- E_LUMO (eV) = -3.90
- highest occupied orbital energy (Eh) = -0.1976

---

(2)
Entry from OMol25: a molecular structure, C14H17HgIN2O2 at a distorted geometry (wB97M-V/def2-TZVPD).

Structure (XYZ):
```
37
Properties=species:S:1:pos:R:3:nbo_charge:R:1
C 2.52365 3.30210 1.29637 -0.67
C 3.44948 2.21170 0.68303 -0.62
H 1.99835 3.86181 0.52443 0.22
H 3.15924 4.01636 1.83096 0.22
H 1.84589 2.87555 2.03430 0.23
H 2.98291 1.55924 -0.06870 0.17
H 4.30432 2.69524 0.18020 0.22
H 3.86018 1.58245 1.48355 0.22
C -2.87857 1.36838 -0.33093 0.06
C -4.05775 1.29059 -1.08595 -0.25
C -4.16589 0.27572 -2.03408 -0.17
C -3.11045 -0.62281 -2.18087 -0.22
H -2.72789 2.16846 0.40095 0.20
H -4.83830 2.02801 -0.91545 0.23
H -5.05030 0.18146 -2.65711 0.22
H -3.12136 -1.43672 -2.90529 0.22
N -1.86030 0.51951 -0.48128 -0.44
C -1.95789 -0.47175 -1.38431 0.16
C -0.78589 -1.37805 -1.49748 0.18
N 0.36522 -0.93027 -0.97981 -0.45
C 1.40070 -1.76090 -0.84770 0.06
C 0.24514 -3.49078 -2.05869 -0.16
C 1.39450 -3.05022 -1.39025 -0.25
H 2.26447 -1.38933 -0.29477 0.20
H 2.27987 -3.67084 -1.28713 0.23
C -0.87290 -2.64781 -2.09715 -0.23
H -1.80371 -2.93600 -2.56495 0.22
H 0.20933 -4.46806 -2.53017 0.22
Hg 0.68706 1.41428 0.25017 1.31
I 0.23592 3.18200 -1.70548 -0.54
C 0.46213 -1.42421 3.58014 -0.72
C 0.75682 -0.15425 2.84132 0.78
O 1.28167 0.84410 3.35924 -0.68
O 0.37651 -0.27225 1.59134 -0.85
H 0.68306 -1.33849 4.63928 0.22
H 1.05441 -2.24249 3.15812 0.23
H -0.58962 -1.69172 3.44415 0.23
```

- strongest force on any atom (eV/A) = 1.833
- E_LUMO (eV) = -0.16
- relative energy (zero: lowest compared OMol25 entry of this formula, charge and spin) (eV) = 0.000
- highest occupied orbital energy (Eh) = -0.3300

---

(3)
Entry from OMol25: 2 unconnected molecules or ions with the total composition C14H17N2O at a distorted geometry (wB97M-V/def2-TZVPD).

Structure (XYZ):
```
34
Properties=species:S:1:pos:R:3:nbo_charge:R:1
C -1.08281 -1.73275 0.57696 -0.28
C 0.21977 -1.71026 0.16782 -0.30
C 0.74559 -0.55488 -0.66700 -0.07
C 1.01289 0.77031 -0.18393 -0.07
C 1.53220 1.72996 -1.08684 -0.25
C 1.74332 1.41587 -2.40229 0.07
N 1.49512 0.16916 -2.84471 -0.45
C 1.02128 -0.78177 -2.03353 0.31
C 0.80497 -2.18621 -2.59691 -0.49
C 2.08549 -3.02071 -2.20448 -0.05
O 3.03248 -2.91731 -3.27258 -0.71
H -1.36806 -1.92190 1.61871 0.23
H -1.90134 -1.57120 -0.14113 0.20
H 0.83975 -2.57680 0.42966 0.24
H 0.84551 1.01159 0.87187 0.28
H 1.76651 2.75021 -0.78136 0.26
H 2.13944 2.12614 -3.13015 0.25
H 1.66773 -0.10501 -3.80988 0.45
H 0.71952 -2.16972 -3.69388 0.24
H -0.11343 -2.59094 -2.15305 0.26
H 1.84474 -4.05688 -1.93485 0.21
H 2.55338 -2.51827 -1.33601 0.17
H 3.70011 -2.28544 -2.98351 0.47
N -1.36561 0.88282 2.51504 -0.45
C -1.82133 0.90029 3.77144 0.04
C -2.63294 1.89819 4.28428 -0.25
C -2.98974 2.94485 3.45168 -0.15
C -2.52942 2.94818 2.14589 -0.25
C -1.73134 1.89530 1.72884 0.02
H -1.50809 0.06660 4.39011 0.20
H -2.97217 1.85811 5.31007 0.23
H -3.61932 3.74714 3.81489 0.23
H -2.78749 3.74716 1.46408 0.23
H -1.34673 1.83815 0.71475 0.17
```

- strongest force on any atom (eV/A) = 1.725
- E_LUMO (eV) = -4.14
- charge = +1
- relative energy (zero: lowest compared OMol25 entry of this formula, charge and spin) (eV) = 0.819
- highest occupied orbital energy (Eh) = -0.4438

---

(4)
Entry from OMol25: a single C14H17N2O2P molecule at a distorted geometry (wB97M-V/def2-TZVPD).

Structure (XYZ):
```
36
Properties=species:S:1:pos:R:3:nbo_charge:R:1
C 3.01631 -3.51973 1.17022 -0.59
C 1.55262 -3.19349 0.86536 -0.42
C 1.34324 -1.70780 0.82352 -0.01
C 1.01392 -1.00524 1.97508 -0.19
C 0.84341 0.36704 1.94910 -0.26
C 1.00365 1.05496 0.75611 0.25
O 0.84507 2.42566 0.71486 -0.79
P -0.51761 3.22307 0.40823 2.31
C -1.69562 2.82822 1.75593 -1.03
O -0.22559 4.63954 0.25139 -1.08
N -1.14136 2.62102 -1.04144 -0.97
C -1.51104 1.36771 -1.48566 0.14
C -1.68846 1.13408 -2.85087 -0.23
C -2.05024 -0.12961 -3.27802 -0.23
C -2.22816 -1.12534 -2.32906 -0.01
N -2.07687 -0.91188 -1.03313 -0.39
C -1.73409 0.29154 -0.62402 -0.01
C 1.35946 0.37140 -0.39749 -0.19
C 1.52539 -0.99951 -0.35765 -0.22
H 3.66531 -3.09919 0.40558 0.21
H 3.30538 -3.10029 2.13114 0.20
H 3.16733 -4.59613 1.20117 0.21
H 1.27759 -3.63034 -0.09603 0.21
H 0.91709 -3.63437 1.63519 0.21
H 0.87956 -1.53810 2.90516 0.21
H 0.58846 0.91203 2.84619 0.22
H -1.41414 3.46239 2.59353 0.26
H -2.69396 3.10124 1.42743 0.26
H -1.68014 1.78832 2.06301 0.24
H -1.07209 3.33471 -1.75487 0.43
H -1.53733 1.93809 -3.55845 0.21
H -2.18989 -0.33534 -4.32802 0.22
H -2.50802 -2.13091 -2.61003 0.19
H -1.62397 0.40188 0.44437 0.19
H 1.49451 0.92237 -1.31629 0.22
H 1.79030 -1.52801 -1.26151 0.21
```

- strongest force on any atom (eV/A) = 1.037
- E_LUMO (eV) = 0.76
- relative energy (zero: lowest compared OMol25 entry of this formula, charge and spin) (eV) = 0.000
- highest occupied orbital energy (Eh) = -0.3144

---

Among the records above, which one has the lowest strongest force on any atom?
C14H17N2O2P

---

Which of these has the highest strongest force on any atom?
C14H17F2NO6S

---

What is the E_LUMO in the third record?
-4.14 eV